Record 1
Molecular formula: C35H33CoF10N7O2S
Method: DFT, ωB97M-V/def2-TZVPD

Structure (XYZ):
```
89
Properties=species:S:1:pos:R:3:forces:R:3
Co 1.09670 -0.32736 -0.18913 -0.1 -0.2 0.7
C 2.23210 -2.85491 1.28113 0.0 0.0 -0.2
N 1.76948 -1.48018 1.47083 -0.3 0.3 -0.1
C 2.89254 -0.61630 1.89351 0.1 0.0 0.0
C 3.81193 -0.34050 0.70971 -0.1 -0.2 -0.2
N 2.98504 -0.20479 -0.48596 0.6 0.1 -0.1
C 3.56314 0.36711 -1.59399 -0.1 -0.1 0.0
C 3.44621 -0.24886 -2.85296 0.0 0.0 0.0
F 2.89592 -1.47132 -2.93867 0.0 0.0 0.0
C 3.90338 0.32226 -4.02530 -0.1 -0.1 0.0
F 3.76069 -0.32295 -5.18932 0.0 0.0 0.0
C 4.53115 1.55196 -3.99742 0.0 0.1 -0.1
F 4.96176 2.12541 -5.12674 0.0 0.0 0.0
C 4.69742 2.18375 -2.78225 0.1 0.1 0.1
F 5.28129 3.38723 -2.73924 0.0 0.0 0.0
C 4.22654 1.60264 -1.61984 0.0 0.1 0.0
F 4.37349 2.30840 -0.48277 0.0 0.0 0.0
C 0.61211 -1.43750 2.39749 0.0 -0.1 0.1
C -0.65185 -1.64304 1.59381 0.1 0.0 -0.3
N -0.67477 -0.60572 0.56640 -0.4 0.0 0.3
C -1.85521 -0.43893 -0.10678 0.2 0.1 0.1
C -2.29397 0.85280 -0.45766 0.0 0.0 0.0
F -1.62311 1.92859 -0.00151 0.0 0.0 -0.1
C -3.42807 1.10103 -1.20157 0.0 0.1 0.0
F -3.77611 2.36323 -1.49138 0.0 0.0 0.0
C -4.23706 0.05920 -1.61243 -0.1 0.0 -0.1
F -5.34103 0.29187 -2.33394 0.0 0.0 0.0
C -3.88191 -1.22326 -1.25166 0.0 -0.1 0.1
F -4.64552 -2.25212 -1.63580 0.0 0.0 0.0
C -2.72618 -1.45831 -0.52601 0.0 -0.1 -0.1
F -2.42815 -2.74796 -0.27670 0.0 0.0 0.0
H 2.68200 -3.23615 2.20517 0.0 0.0 0.0
H 2.97167 -2.89354 0.48124 0.0 0.0 0.0
H 1.39540 -3.49867 1.01307 0.0 0.0 0.0
H 3.46341 -1.08258 2.70678 -0.1 0.0 0.1
H 2.46184 0.31425 2.26480 0.0 0.0 0.0
H 4.51711 -1.17611 0.57842 0.0 0.0 0.1
H 4.41507 0.54111 0.94008 0.0 0.0 0.1
H 0.59041 -0.45372 2.86454 0.0 0.0 0.0
H 0.70445 -2.20679 3.17445 0.1 0.0 0.0
H -1.52739 -1.56787 2.25100 0.0 0.0 0.0
H -0.64918 -2.66306 1.18146 -0.1 0.0 0.1
O -1.33111 -6.28545 -5.10202 0.0 0.0 0.0
C -0.93511 -6.06740 -3.82846 0.0 0.0 0.0
O -0.80122 -6.99089 -3.07961 0.0 0.0 0.1
C -0.66786 -4.64613 -3.43358 0.0 0.0 0.0
C 0.10337 -4.43047 -2.29897 0.1 0.0 0.1
C 0.40460 -3.14491 -1.89558 0.1 0.0 0.1
C -0.05500 -2.04929 -2.61400 0.0 -0.1 0.0
C -0.87240 -2.25910 -3.72030 -0.1 0.2 0.0
C -1.16649 -3.54819 -4.12882 0.0 0.0 0.0
N 0.32425 -0.77241 -2.13445 0.1 -0.7 0.4
C 0.28915 0.24655 -2.87066 0.0 0.4 -0.6
C 0.64092 1.54853 -2.29543 0.0 0.1 -0.1
C 0.71007 2.68641 -3.07573 0.0 0.0 -0.2
C 1.10555 3.87707 -2.48717 0.0 0.0 0.0
C 1.41907 3.87185 -1.14274 0.0 0.0 0.0
C 1.31290 2.68346 -0.43081 0.0 0.0 0.2
N 0.91982 1.54692 -0.98797 0.0 -0.1 -0.2
H -1.30639 -5.46972 -5.61592 0.0 0.0 0.0
H 0.46596 -5.28933 -1.74955 0.0 0.0 0.0
H 1.02676 -2.95616 -1.03048 0.0 0.0 0.0
H -1.30960 -1.42204 -4.25097 0.0 0.0 0.0
H -1.82635 -3.67701 -4.98004 0.0 0.0 0.0
H 0.05799 0.18825 -3.93584 -0.1 0.1 0.0
H 0.46543 2.62199 -4.12925 0.0 0.1 0.0
H 1.17505 4.78790 -3.06779 0.0 0.0 0.0
H 1.74689 4.76977 -0.63756 0.0 0.0 0.0
H 1.54161 2.64803 0.62434 0.0 0.0 0.0
C -3.30539 4.51307 3.20760 0.0 0.0 0.0
C -3.29780 3.03912 3.58973 0.1 0.0 -0.1
N -2.14689 2.35362 2.99334 -0.1 0.1 0.0
C -1.01744 2.01271 3.65822 0.0 -0.2 -0.2
S 0.49418 2.22704 2.95726 0.0 0.1 0.3
N -1.14724 1.46525 4.88806 0.0 0.1 0.2
C -2.25015 0.62867 5.36709 0.1 0.1 0.0
C -2.59164 0.94279 6.81515 0.0 0.0 0.0
H -4.17119 5.01341 3.64386 0.0 0.0 0.0
H -3.35275 4.63121 2.12305 0.0 0.0 0.0
H -2.40077 5.00613 3.56702 0.0 0.0 0.0
H -4.21748 2.55965 3.25022 0.0 -0.1 0.1
H -3.24296 2.94537 4.66991 0.0 -0.1 0.1
H -1.94828 2.62649 2.04088 0.0 0.0 0.0
H -0.25515 1.30015 5.32777 0.0 0.0 0.0
H -1.95583 -0.42009 5.27315 0.0 0.0 0.0
H -3.11155 0.77278 4.72540 0.0 0.0 -0.1
H -1.74798 0.71180 7.46812 0.0 0.0 0.0
H -3.44688 0.35266 7.14543 0.0 0.0 0.0
H -2.82738 2.00162 6.93327 0.0 0.0 0.0
```
Positions in Å, forces in eV/Å.

Output
- Spin multiplicity: 2
- E: -126992.41217 eV
- Energy relative to the best compared isomer or geometry (same formula, charge and spin): 2.9 kcal/mol
- Charge: 0
- E_HOMO (spin up / spin down): -0.2673 / -0.2546 hartree
- E_LUMO (spin up / spin down): -1.0 / -1.0 eV



Record 2
Molecular formula: C35H33F12N7O8ReS
Method: DFT, ωB97M-V/def2-TZVPD

Structure (XYZ):
```
97
Properties=species:S:1:pos:R:3:forces:R:3
Re 0.25101 -0.04033 -0.23359 0.5 -0.4 0.7
C 1.27506 -1.93023 6.17022 0.0 0.0 -0.1
C 0.75708 -1.23181 4.93642 0.1 0.0 0.1
C -0.59599 -1.20685 4.62902 -0.1 0.0 0.0
C -1.04179 -0.58579 3.48052 -0.2 -0.1 0.1
C -0.15879 0.03558 2.60590 -0.3 0.4 -0.4
N -0.66342 0.60587 1.39269 -0.2 0.2 0.3
C -1.68648 1.57952 1.46692 0.4 -0.5 0.0
C -2.03663 2.14553 2.69706 0.0 0.0 0.2
C -3.12086 2.98754 2.83264 0.0 0.0 0.1
C -3.91916 3.30713 1.74241 -0.1 0.1 0.0
C -5.14211 4.18341 1.87297 0.1 0.0 0.0
C -3.50850 2.83640 0.50763 0.0 0.0 -0.1
C -2.38221 2.03171 0.33325 0.0 0.0 -0.3
C -1.90470 1.70836 -1.08860 0.0 0.3 0.1
O -0.54091 1.46409 -1.20387 -0.2 -0.3 0.0
C -2.61480 0.44384 -1.63542 0.4 0.0 0.0
F -1.98695 -0.65084 -1.04263 -0.1 0.0 0.0
F -3.89211 0.34994 -1.34519 -0.2 -0.1 0.0
F -2.44989 0.26485 -2.94342 -0.1 0.0 -0.1
C -2.19753 2.88511 -2.09144 0.1 -0.3 0.2
F -1.99957 4.06856 -1.53568 0.0 0.2 0.1
F -1.40538 2.80404 -3.16132 0.1 0.0 -0.1
F -3.46685 2.83050 -2.54074 -0.1 0.1 0.0
C 1.20862 -0.01385 2.86991 0.2 0.1 0.1
C 1.63480 -0.63079 4.04625 0.1 0.0 0.0
C 2.20746 0.63607 1.90539 0.1 0.0 0.2
O 1.92470 0.48028 0.53177 -0.6 0.0 0.0
C 3.63407 -0.00970 1.99918 -0.3 0.1 -0.1
F 4.31648 0.34066 3.09245 0.0 0.0 0.2
F 4.38350 0.34282 0.95105 0.1 0.1 -0.1
F 3.53071 -1.34139 1.97407 0.0 -0.1 0.0
C 2.30631 2.15277 2.22457 -0.1 -0.3 -0.2
F 2.67281 2.36960 3.48870 0.1 0.0 0.2
F 1.11790 2.73594 2.04951 0.0 0.1 -0.1
F 3.19047 2.75982 1.42907 0.1 0.1 0.0
H 0.48474 -2.07065 6.90831 0.0 0.0 0.0
H 1.67088 -2.91620 5.91472 0.0 0.0 0.0
H 2.08213 -1.36288 6.63573 0.0 0.0 0.0
H -1.31211 -1.68573 5.28972 0.1 0.0 0.0
H -2.09936 -0.57673 3.24042 0.1 0.0 0.0
H -1.43944 1.91061 3.56818 -0.1 0.0 0.0
H -3.35204 3.39748 3.81060 0.0 0.0 0.0
H -5.47400 4.24533 2.91023 0.0 0.0 0.0
H -4.93523 5.20105 1.52820 0.0 -0.1 0.0
H -5.96873 3.79799 1.27340 0.0 0.0 0.0
H -4.09062 3.12745 -0.35626 0.0 0.0 0.0
H 2.68646 -0.65903 4.29275 0.0 0.0 0.0
C 0.69059 -0.95692 -3.21563 0.2 0.1 0.1
N 1.46464 -0.41940 -2.04710 0.6 0.2 -0.3
C 2.05949 0.91518 -2.48610 0.0 -0.4 -0.1
N 2.89617 0.76604 -3.66099 0.0 -0.1 0.0
C 2.08323 0.20883 -4.74859 0.0 -0.1 0.1
N 1.52187 -1.10175 -4.39553 0.1 0.0 0.1
C 2.63866 -2.00460 -4.08375 0.0 0.1 0.1
N 3.46185 -1.49684 -2.97950 -0.1 0.1 0.0
C 2.62659 -1.35702 -1.79995 -0.2 0.2 -0.3
C 3.98094 -0.17627 -3.35443 -0.2 0.0 0.0
H -0.12996 -0.26944 -3.41935 0.0 0.0 0.0
H 0.28546 -1.93010 -2.93328 0.0 0.0 0.0
H 2.63886 1.30986 -1.65382 0.0 0.0 0.1
H 1.23156 1.58419 -2.69697 -0.1 0.0 0.0
H 2.70606 0.09459 -5.63530 0.0 0.0 0.0
H 1.26920 0.89808 -4.97514 0.0 0.0 0.0
H 3.26099 -2.11034 -4.97207 0.0 0.0 0.0
H 2.24210 -2.98433 -3.81411 0.0 0.0 0.0
H 3.20142 -0.96051 -0.96785 0.0 0.1 0.0
H 2.21361 -2.32333 -1.52394 0.0 -0.1 0.0
H 4.62081 -0.28083 -4.23038 0.0 0.0 0.0
H 4.57018 0.22027 -2.52753 0.0 0.0 0.0
O 0.16924 -2.96198 1.93057 0.4 -0.1 0.1
C -0.14484 -2.92025 0.77614 -0.7 0.5 0.0
O 0.27619 -1.99672 -0.09536 -0.1 0.2 -0.3
C -1.13756 -3.89268 0.20645 0.2 0.0 -0.2
C -1.57187 -4.93418 1.01083 0.1 -0.1 0.2
C -2.50706 -5.81213 0.50993 -0.1 -0.2 0.2
C -3.04476 -5.69403 -0.75371 -0.2 -0.1 0.0
C -2.58201 -4.65492 -1.52675 0.0 0.0 -0.3
C -1.63835 -3.75603 -1.07813 0.1 0.1 -0.1
N -3.12175 -4.49497 -2.89860 -0.1 0.2 0.1
O -2.53757 -3.73336 -3.64302 0.0 -0.1 0.1
O -4.12846 -5.11041 -3.17591 0.1 -0.1 0.0
N -2.96749 -6.93457 1.36596 0.1 -0.1 -0.1
O -2.40696 -7.08744 2.42958 0.0 0.1 0.0
O -3.86293 -7.63202 0.93679 0.1 0.1 0.0
H -1.18147 -5.04983 2.01152 0.0 0.0 0.0
H -3.79129 -6.38421 -1.11410 0.0 0.0 0.0
H -1.30432 -2.96273 -1.72683 0.0 0.0 0.0
C 2.23026 4.51224 -2.42462 0.0 0.0 0.0
S 1.26050 4.36296 -0.91105 0.0 0.0 -0.1
C 2.18404 5.52413 0.10887 0.0 0.0 0.0
H 3.25220 4.16031 -2.27190 0.0 0.0 0.0
H 2.24452 5.54525 -2.77367 0.0 0.0 0.0
H 1.75297 3.89326 -3.18487 0.0 0.0 0.0
H 2.18199 6.51683 -0.34378 0.0 0.0 0.0
H 3.20973 5.18283 0.25678 0.0 0.0 0.0
H 1.68372 5.57221 1.07649 0.0 0.0 0.0
```
Positions in Å, forces in eV/Å.

Output
- Spin multiplicity: 2
- E: -109214.14759 eV
- Energy relative to the best compared isomer or geometry (same formula, charge and spin): 10.3 kcal/mol
- Charge: 0
- E_HOMO (spin up / spin down): -0.2745 / -0.2822 hartree
- E_LUMO (spin up / spin down): -1.1 / -1.2 eV



Record 3
Molecular formula: C35H33F5N8STi
Method: DFT, ωB97M-V/def2-TZVPD

Structure (XYZ):
```
83
Properties=species:S:1:pos:R:3:forces:R:3
Ti -0.69041 0.26538 0.05425 1.5 -0.1 1.7
C 0.55481 -3.56921 3.19186 0.0 0.0 0.0
C 0.38201 -4.55146 2.21286 0.1 0.1 -0.1
C 0.71595 -4.26279 0.91419 0.0 0.0 0.0
C 1.19672 -2.97084 0.57186 -0.2 -0.1 -0.1
N 1.36037 -2.03556 1.52509 -0.7 -0.6 0.3
C 1.04296 -2.34650 2.77986 -0.3 -0.2 0.0
N 1.58043 -2.75301 -0.70952 0.1 0.0 0.1
C 1.37046 -1.69369 -1.46602 -0.1 0.1 0.0
N 0.37926 -0.71991 -1.39959 1.0 -0.5 -0.8
C 0.43574 0.02623 -2.56285 -0.2 -0.3 -0.3
N -0.45869 0.91393 -3.04392 -0.1 0.2 0.2
C -1.69734 1.05226 -2.55200 0.2 -0.4 -0.2
C -2.63108 1.77988 -3.34573 -0.2 0.1 0.0
C -3.94272 1.84891 -2.98432 0.2 0.0 0.0
C -4.37115 1.17648 -1.82520 -0.2 -0.1 0.1
C -3.42913 0.53738 -1.06244 0.0 0.1 -0.1
N -2.11744 0.49598 -1.37147 -1.0 0.4 -1.4
C 1.53948 -0.41114 -3.36347 0.0 -0.1 0.1
C 2.02369 -0.01260 -4.61366 0.0 0.0 -0.1
C 3.12533 -0.66122 -5.13256 0.0 0.0 0.0
C 3.74098 -1.72395 -4.43048 0.0 0.0 0.0
C 3.23921 -2.15047 -3.21461 0.0 -0.1 0.0
C 2.12861 -1.49706 -2.68245 0.0 0.2 -0.1
H 0.30218 -3.74541 4.22944 0.0 0.0 0.0
H -0.02441 -5.52199 2.47555 0.0 0.0 0.0
H 0.59322 -4.98079 0.11346 0.0 0.0 0.0
H 1.18489 -1.55473 3.51378 -0.4 -0.3 -0.1
H -2.26020 2.23968 -4.25125 0.1 0.0 0.0
H -4.64662 2.41364 -3.58568 0.0 0.0 0.0
H -5.41025 1.17007 -1.52439 0.0 0.0 0.0
H -3.70124 0.03921 -0.14078 0.0 0.0 0.1
H 1.53047 0.78839 -5.15389 0.0 0.0 0.0
H 3.52977 -0.36032 -6.09340 0.0 0.0 0.0
H 4.60494 -2.21541 -4.86504 0.0 0.0 0.0
H 3.69141 -2.97904 -2.67972 0.0 0.0 0.0
N 3.30274 -0.34129 0.75055 0.6 0.7 -0.2
C 4.01357 -0.14245 2.00456 -0.1 0.2 -0.2
C 3.10117 0.15637 3.19826 -0.3 -0.1 -0.3
C 2.15235 1.36354 3.11501 0.2 0.0 -0.1
N 0.92807 1.18001 2.32625 0.5 -0.5 0.0
H 2.44918 -0.86588 0.92564 -0.1 0.1 0.1
H 3.85630 -0.90111 0.11445 0.1 0.0 -0.1
H 4.71391 0.69619 1.88502 0.1 0.0 0.1
H 4.61133 -1.02559 2.28020 0.1 0.0 0.1
H 3.75850 0.32900 4.05576 0.0 -0.1 0.1
H 2.50381 -0.73847 3.40464 0.6 0.5 0.1
H 2.69920 2.20465 2.67791 0.0 0.0 0.0
H 1.90398 1.62858 4.15296 0.1 0.1 0.1
H 0.38954 2.03266 2.33818 -0.1 0.0 -0.1
H 0.33987 0.44614 2.71220 -0.1 0.1 0.0
N -1.50188 -0.89265 1.07897 -0.6 -0.8 0.3
C -2.39388 -1.88395 1.22530 -0.1 -0.3 0.3
C -2.76380 -2.74060 0.14759 0.0 0.1 0.1
C -3.71696 -3.73084 0.29860 0.0 0.0 0.0
C -4.35376 -3.94801 1.52020 0.0 0.1 0.0
C -3.99499 -3.14150 2.60007 0.0 0.0 0.0
C -3.04192 -2.14759 2.46703 0.0 0.1 -0.1
H -2.26570 -2.57980 -0.80147 0.0 0.0 0.0
H -3.97831 -4.35705 -0.54980 0.0 0.0 0.0
H -5.11240 -4.71475 1.62582 0.0 0.0 0.0
H -4.47332 -3.29621 3.56393 0.0 0.0 0.0
H -2.77290 -1.52182 3.31142 0.0 0.0 0.0
C 3.19553 2.13429 -1.86608 0.0 0.0 0.1
S 2.28238 2.62340 -0.38847 0.0 0.2 -0.2
C 1.86811 4.28843 -0.98085 0.0 -0.2 0.1
H 4.03332 2.81719 -2.02731 0.0 0.0 0.0
H 2.53068 2.14062 -2.72861 0.0 0.0 0.0
H 3.56809 1.12371 -1.71042 0.0 0.0 0.0
H 1.26495 4.21986 -1.88635 0.0 0.1 0.0
H 2.77868 4.86116 -1.17574 0.0 0.0 0.0
H 1.28484 4.78202 -0.20295 0.0 0.0 -0.1
F -0.91565 3.31990 -1.11750 0.0 0.1 -0.2
C -1.65036 3.23472 0.02018 0.3 -0.3 0.2
C -1.48938 2.11589 0.83157 -1.0 1.5 0.4
C -2.28794 2.20311 1.97307 0.4 0.0 -0.2
F -2.21177 1.26512 2.94202 -0.1 -0.2 0.2
C -3.15965 3.23893 2.25794 0.0 0.0 0.1
F -3.88872 3.25407 3.39264 -0.1 0.0 0.1
C -3.27190 4.30092 1.38755 0.1 -0.2 0.0
F -4.10154 5.32240 1.65279 -0.2 0.2 0.1
C -2.49153 4.30294 0.25498 0.0 0.1 -0.1
F -2.56408 5.35339 -0.58550 0.0 0.1 -0.2
```
Positions in Å, forces in eV/Å.

Output
- Spin multiplicity: 3
- E: -96290.26844 eV
- Energy relative to the best compared isomer or geometry (same formula, charge and spin): 33.0 kcal/mol
- Charge: -2
- E_HOMO (spin up / spin down): 0.0071 / -0.0516 hartree
- E_LUMO (spin up / spin down): 4.4 / 4.4 eV